14
Properties=species:S:1:pos:R:3 method="wB97M-V/def2-TZVPD" energy_ev=-8371.7235 homo_lumo_gap_ev=9.867 mol_weight_da=88.106 relative_energy_kcal_mol=35.9 charge=0
C -0.329 1.118 -1.643
C 0.177 0.539 -0.354
O -0.261 -0.743 -0.198
C 0.945 1.207 0.511
C -0.143 -1.330 1.087
O -0.329 -2.693 0.974
H -1.425 1.120 -1.650
H 0.025 2.143 -1.771
H 0.004 0.521 -2.499
H 1.305 0.787 1.443
H 1.254 2.220 0.277
H -0.887 -0.848 1.745
H 0.859 -1.195 1.501
H -1.196 -2.846 0.576

=====

14
Properties=species:S:1:pos:R:3 method="wB97M-V/def2-TZVPD" energy_ev=-8369.2142 homo_lumo_gap_ev=9.345 mol_weight_da=88.106 relative_energy_kcal_mol=93.8 charge=0
C 2.052 0.326 -0.549
O 0.707 -0.003 -0.753
C 0.099 -0.420 0.431
C -1.322 -0.705 0.148
C -1.869 0.710 -0.340
O -2.906 0.561 0.268
H 2.451 0.652 -1.510
H 2.626 -0.543 -0.191
H 2.159 1.140 0.185
H 0.155 0.380 1.203
H 0.546 -1.323 0.847
H -1.755 -1.070 1.123
H -1.575 -1.436 -0.613
H -1.368 1.731 -0.249

=====

14
Properties=species:S:1:pos:R:3 method="wB97M-V/def2-TZVPD" energy_ev=-8369.8358 homo_lumo_gap_ev=10.744 mol_weight_da=88.106 relative_energy_kcal_mol=79.5 charge=0
O 1.162 -1.958 0.098
C 0.590 -0.995 0.551
C 0.022 0.079 -0.324
C -0.631 1.328 0.284
O -1.916 0.693 0.331
C -1.445 -0.390 -0.472
H 2.829 -0.445 -0.148
H 0.320 -0.938 1.626
H 0.614 0.220 -1.230
H 2.878 0.288 -0.039
H -0.644 2.172 -0.419
H -0.299 1.689 1.265
H -1.681 -1.360 -0.016
H -1.801 -0.384 -1.506

=====

Across the entries above, highest occupied orbital energy takes the values -9.0; -8.7; -9.8 eV, respectively.
Across the entries above, F_max takes the values 0.0073; 0.1057; 0.0101 Eh/bohr, respectively.